Entry 1:
Density functional theory data (ωB97M-V/def2-TZVPD) for a cluster of 5 separate species, C24H40N5O9 in total.

Atoms and positions in Å:
O  1.64433  2.35554  0.75925
O  0.61791  -2.54131  0.00026
O  -2.23593  4.07994  0.50034
O  3.19436  2.21163  6.71979
O  -1.45470  2.01743  0.79216
O  4.69795  3.82435  7.04514
O  1.36801  0.71899  2.23718
O  -3.60617  -7.00057  -2.31444
O  -2.19114  -5.30242  -1.99959
N  -4.13784  -0.78321  -4.22559
N  0.95978  -2.11945  -4.01990
N  -0.15626  -2.22902  -4.70243
N  -4.79758  -0.57163  -1.88451
N  -3.54327  -2.45499  -2.65830
C  -0.76363  3.33344  -1.15913
C  -0.35188  -5.98663  -3.30351
C  6.67672  2.76302  6.33277
C  6.04958  4.11860  6.64733
C  -3.79034  -1.02449  -2.82497
C  0.80520  2.84601  3.02032
C  -2.47377  -0.31781  -2.42723
C  -0.08562  -1.31921  0.18519
C  5.46901  1.97506  5.83297
C  1.08759  -1.50016  -2.85693
C  0.16060  -0.27095  -0.90529
C  -2.14911  5.13082  -0.48348
C  0.82723  0.54707  3.56896
C  1.31702  2.01493  1.86689
C  -1.21292  -0.94204  -2.96614
C  -2.59180  -6.45126  -2.61441
C  -1.57162  -6.82698  -3.67378
C  -0.00971  -0.87764  -2.26842
C  -0.85225  4.85518  -1.23995
C  -1.00620  -4.79020  -2.61478
C  -1.50121  3.01811  0.12834
C  4.30702  2.62680  6.56058
C  -1.21837  -1.66253  -4.18817
C  0.96958  1.91586  4.22235
H  -0.57262  0.52560  -0.75147
H  -5.08805  -0.44546  -4.31387
H  -2.44338  -0.31310  -1.33471
H  1.95985  2.02120  4.66262
H  5.49165  0.91060  6.05016
H  7.49405  2.83546  5.61941
H  -0.01145  5.29621  -0.70467
H  0.27340  -6.52724  -2.59247
H  -3.53800  -0.12092  -4.69859
H  6.01065  4.76871  5.77075
H  2.08199  -1.50418  -2.42475
H  -1.41193  -7.90146  -3.66916
H  0.19303  -0.86159  1.13486
H  6.52380  4.65363  7.46523
H  -1.31453  -4.02243  -3.32861
H  1.38912  -0.24595  4.05437
H  -2.16689  6.07802  0.04726
H  1.14722  0.18937  -0.78194
H  -0.24103  3.07597  2.81030
H  5.30372  2.10406  4.76032
H  7.06011  2.31195  7.24822
H  -3.53481  -2.69079  -1.66911
H  0.24787  2.93764  -1.09821
H  1.36416  3.77636  3.08591
H  0.26497  -5.70008  -4.15360
H  -0.21752  0.24605  3.46741
H  -4.91267  0.43750  -1.91039
H  -1.98865  -6.54767  -4.64386
H  -0.39444  -4.33658  -1.83480
H  -1.14731  -1.58406  0.19802
H  -3.02968  5.06522  -1.12558
H  -0.86262  5.25518  -2.25083
H  -1.29612  2.84385  -1.98053
H  -2.50452  0.73356  -2.74981
H  1.56204  -2.35591  -0.08170
H  -5.69816  -0.99179  -2.09512
H  0.24105  2.07590  5.01283
H  -4.30888  -2.97684  -3.07526
H  -2.13165  -1.82785  -4.74855
H  1.75565  -2.56842  -4.45893

**Energy**: -1889.275599 Eh
**HOMO-LUMO gap**: 7.88 eV
**Net charge**: +1
**HOMO level**: -11.9 eV

These are the Mulliken partial charges, in e, on atoms 1 to 8: atom 1 (O): -0.682, atom 2 (O): -0.523, atom 3 (O): -0.416, atom 4 (O): -0.592, atom 5 (O): -0.543, atom 6 (O): -0.352, atom 7 (O): -0.348, atom 8 (O): -0.571


Entry 2:
Density functional theory data (ωB97M-V/def2-TZVPD) for an isolated molecule of C24H40O4.

Atoms and positions in Å:
O  5.64122  -0.97006  -2.49415
O  -5.93538  1.30432  0.45420
O  -7.99632  0.95333  -0.29641
O  3.84132  3.29576  -0.34335
C  -3.81499  -0.79688  -0.24256
C  -1.26224  -0.27166  0.24001
C  -0.34952  0.79141  -0.40420
C  4.34544  0.58661  -1.14077
C  3.15232  2.26004  0.32888
C  -0.48118  -1.58695  0.22220
C  1.78066  2.11935  -0.32148
C  -1.27668  1.98678  -0.59203
C  -6.85379  0.58851  -0.20946
C  3.92964  0.93152  0.29323
C  3.13516  -0.20677  0.97559
C  -2.48379  -0.18616  -0.71141
C  -1.68300  0.08635  1.66734
C  0.86969  -1.43794  0.92998
C  3.02435  0.06784  2.48325
C  -4.88802  -0.60165  -1.32956
C  4.38305  -1.83726  -0.58885
C  -3.69539  -2.28970  0.06418
C  -6.32203  -0.69364  -0.79701
C  3.96985  -1.49779  0.83801
C  -2.61502  1.33535  -0.98272
C  5.19065  -0.68517  -1.18777
C  1.73720  -0.32996  0.32016
C  0.96818  1.00512  0.33445
H  -3.17415  -2.80227  -0.74140
H  -4.75036  -1.36988  -2.09326
H  -1.36404  2.55166  0.33589
H  1.88938  -0.59152  -0.73137
H  1.39012  -2.39389  0.85608
H  -2.20643  -0.68827  -1.64560
H  -6.34128  2.11000  0.81158
H  4.72232  3.37870  0.03733
H  3.99968  0.33190  2.88745
H  -2.34023  0.94963  1.67412
H  -1.03599  -2.38663  0.71164
H  -3.15852  -2.46512  0.99091
H  -0.82585  0.31071  2.29400
H  2.68070  -0.82218  3.00436
H  3.01287  2.55407  1.38211
H  -4.14338  -0.27256  0.65652
H  4.85675  1.07396  0.86680
H  -4.68026  -2.74015  0.16791
H  4.98908  -2.74564  -0.59015
H  6.10985  -0.54454  -0.60778
H  -7.01325  -0.98520  -1.58942
H  1.25908  3.07209  -0.22713
H  3.42706  -2.33854  1.27046
H  -0.91940  2.66599  -1.36434
H  -2.21313  -0.74730  2.12085
H  4.87963  -1.36710  1.42991
H  -4.76577  0.36556  -1.81321
H  -6.38750  -1.45087  -0.01147
H  4.91380  1.41910  -1.56036
H  -2.82936  1.51965  -2.03504
H  2.33873  0.87885  2.70511
H  4.87217  -1.08167  -3.06498
H  1.91153  1.92545  -1.38598
H  -3.43567  1.75039  -0.39864
H  0.69764  -1.23741  1.98635
H  3.50427  -2.02604  -1.21048
H  -0.31181  -1.88888  -0.81479
H  0.76041  1.30290  1.36454
H  3.46728  0.44303  -1.77206
H  -0.09735  0.42124  -1.40618

**Energy**: -1239.535487 Eh
**HOMO-LUMO gap**: 10.23 eV
**SMILES**: C[C@H](CCC(=O)O)[C@H]1CC[C@H]2[C@@H]3C[C@H](O)[C@@H]4C[C@H](O)CC[C@]4(C)[C@H]3CC[C@]12C
**Relative energy (zero: lowest compared OMol25 entry of this formula, charge and spin)**: 4.96 kJ/mol
**HOMO level**: -9.7 eV

These are the Mulliken partial charges, in e, on atoms 1 to 8: atom 1 (O): -0.595, atom 2 (O): -0.374, atom 3 (O): -0.599, atom 4 (O): -0.622, atom 5 (C): 0.899, atom 6 (C): 1.728, atom 7 (C): -0.620, atom 8 (C): -0.787


Entry 3:
Density functional theory data (ωB97M-V/def2-TZVPD) for the ion C24H41BrN3O6 with charge +1 at a distorted geometry.

Atoms and positions in Å:
Br  -2.38008  -0.01070  -4.49865
O  2.69316  4.10078  -0.62435
O  -3.01385  0.13014  3.87270
O  -0.68769  -3.37316  -3.97667
O  0.91343  2.36463  2.18465
O  -1.86675  2.03919  3.05039
O  -0.80356  -3.43050  1.86775
N  1.22370  -0.87268  0.17966
N  0.12220  -0.74805  -0.53678
N  1.21685  -2.56943  -5.19550
C  -1.81849  2.61860  0.54953
C  -2.35003  -4.15799  -0.04963
C  -1.12205  -4.50470  0.92385
C  -2.09349  1.09345  -2.83367
C  -0.92522  0.21742  -0.56523
C  -2.23480  0.18946  -1.48693
C  1.51976  0.13848  1.11095
C  0.23961  -2.52214  -4.06013
C  -3.31697  2.17352  -2.84872
C  0.49120  -1.37639  -2.96750
C  -0.75913  1.44081  0.42500
C  2.33006  3.39042  -3.06254
C  0.61102  -3.66019  2.22331
C  0.55827  1.34146  1.25198
C  2.73205  3.37113  0.64966
C  0.98593  -3.11279  3.68265
C  2.88464  -1.42147  2.75959
C  -0.06005  -1.87663  -1.54166
C  1.60683  -1.63131  3.70983
C  -2.61934  1.30453  4.01257
C  2.87867  -0.00507  1.97145
C  -2.69147  2.39276  1.91001
C  1.77806  3.45022  -1.55241
C  1.39061  3.55888  1.51001
H  -3.05691  0.71542  -0.86678
H  -1.94550  -4.18618  -1.12992
H  2.99282  2.29186  0.38294
H  0.75077  -0.89543  3.50902
H  1.40647  2.43316  -1.17171
H  -4.25821  1.71874  -2.35333
H  3.34188  3.93601  -3.06336
H  -3.45126  1.54422  1.74598
H  -1.13080  1.70120  -2.87303
H  1.22188  -3.21149  1.36839
H  1.66199  3.98903  -3.79094
H  2.17900  -2.53285  -4.79573
H  -3.24923  3.38032  2.12750
H  0.62506  4.07874  0.84297
H  3.82125  -1.43920  3.41523
H  -3.62667  2.46583  -3.91062
H  -3.02127  3.15385  -2.31927
H  -0.00007  -3.06563  4.27635
H  1.64145  -1.30026  -2.85142
H  -2.58963  2.66035  -0.29356
H  1.64406  4.31552  2.34627
H  -2.82829  1.83430  5.01399
H  0.83498  4.12539  -1.58709
H  -1.38357  -5.42704  1.54593
H  -3.20953  -4.90614  -0.00734
H  -2.63759  -0.85170  -1.70927
H  -0.19000  -4.71693  0.27451
H  3.01578  -2.22685  1.95908
H  0.61151  -2.76853  -1.24340
H  1.96700  -1.43952  4.79169
H  -1.12192  -2.28248  -1.55615
H  3.79546  -0.00953  1.26503
H  1.66287  -3.87003  4.21528
H  -1.37242  3.66263  0.64193
H  0.14285  -0.33688  -3.27809
H  3.02023  0.89343  2.66805
H  2.48713  2.31803  -3.45245
H  3.65758  3.79663  1.19621
H  0.72772  -4.80874  2.25762
H  -2.71506  -3.07829  0.11649
H  1.14513  -1.70364  -5.75214

**Energy**: -4128.248282 Eh
**HOMO-LUMO gap**: 7.83 eV
**SMILES**: CCOCCCCCc1n[n+](CCC(N)=O)c(C[C@H](C)Br)c(CCOC=O)c1OCCOCC
**Net charge**: +1
**HOMO level**: -12.0 eV

These are the Mulliken partial charges, in e, on atoms 1 to 8: atom 1 (Br): -0.082, atom 2 (O): -0.466, atom 3 (O): -0.442, atom 4 (O): -0.446, atom 5 (O): -0.479, atom 6 (O): -0.125, atom 7 (O): -0.353, atom 8 (N): -1.253